# 1
{"formula": "C4H15N2", "method": "ωB97M-V/def2-TZVPD", "charge": 1, "e_homo_ev": -12.97, "de_lowest_ev": 0.868, "largest_force_ha_per_bohr": 0.01841, "e_lumo_ev": -3.51, "e_tot_ha": -270.6542, "orbital_gap_ha": 0.34779, "elements": ["N", "C", "C", "C", "H", "H", "H", "H", "H", "H", "H", "H", "H", "C", "N", "H", "H", "H", "H", "H", "H"], "coordinates": [[0.507205, 0.637489, 0.575527], [-0.499794, 0.933879, 1.582537], [1.131785, 1.869199, 0.118627], [1.513885, -0.256450, 1.126367], [-1.269644, 1.594429, 1.149397], [-0.066765, 1.430949, 2.466847], [-0.982424, -0.003390, 1.906897], [1.635545, 2.406819, 0.939487], [1.877995, 1.636369, -0.659552], [0.364345, 2.531118, -0.316662], [2.034204, 0.189029, 1.990907], [1.034225, -1.195470, 1.450057], [2.260654, -0.492400, 0.349657], [-1.511484, -2.038610, -1.352622], [-0.868354, -0.771010, -1.821382], [-2.005584, -2.551780, -2.194722], [-2.268234, -1.821450, -0.580112], [-0.754584, -2.716209, -0.923002], [-0.153765, -0.970630, -2.550151], [-1.578274, -0.128570, -2.227462], [-0.400944, -0.283311, -1.030632]], "forces_ev_per_angstrom": [[-0.278, -0.292, -0.466], [-0.636, -0.047, 0.126], [0.102, 0.378, -0.537], [0.274, -0.585, -0.079], [0.268, -0.213, 0.236], [-0.085, -0.089, -0.154], [0.161, 0.377, -0.040], [-0.090, -0.095, -0.149], [-0.236, 0.156, 0.309], [0.332, -0.180, 0.180], [-0.089, -0.087, -0.154], [0.235, 0.332, -0.057], [-0.218, 0.074, 0.347], [-0.429, -0.813, 0.227], [-0.250, -0.095, -0.853], [0.296, 0.375, 0.330], [0.442, 0.104, -0.403], [-0.232, 0.502, -0.251], [-0.571, 0.237, 0.529], [0.616, -0.464, 0.261], [0.387, 0.425, 0.599]], "mulliken_charge": [-0.1653, -1.0379, -1.0270, -1.0376, 0.3457, 0.3790, 0.3285, 0.3696, 0.3395, 0.3396, 0.3790, 0.3281, 0.3460, -0.7872, -0.1290, 0.3605, 0.3235, 0.3237, 0.4171, 0.4171, 0.1870]}

***

# 2
{"formula": "C4H15N2O", "method": "ωB97M-V/def2-TZVPD", "charge": 0, "e_homo_ev": [-2.86, -9.39], "de_lowest_ev": 3.874, "largest_force_ha_per_bohr": 0.11375, "e_lumo_ev": [0.86, 0.70], "e_tot_ha": -345.9328, "spin_multiplicity": 2, "orbital_gap_ha": [0.13662, 0.37090], "elements": ["C", "N", "C", "C", "N", "C", "H", "H", "H", "H", "H", "H", "H", "H", "H", "H", "H", "H", "H", "H", "H", "O"], "coordinates": [[-0.565653, -1.540767, -0.273427], [0.266531, -1.250273, -1.413819], [1.637790, -1.473854, -0.876636], [-0.476497, -0.268759, 0.681402], [-0.363351, 0.941002, -0.072949], [-1.537678, 1.337188, -0.929537], [-1.458756, -1.899942, -0.509245], [-0.043119, -2.300589, 0.402904], [-0.081785, -1.749381, -2.279803], [1.866873, -2.438087, -0.395113], [2.310794, -1.243459, -1.837548], [1.850633, -0.566977, -0.255680], [-1.440362, -0.245803, 1.316458], [0.362274, -0.386266, 1.438832], [0.593893, 0.807709, -0.690440], [-0.036194, 1.696668, 0.621991], [-1.333999, 0.880987, -1.953366], [-2.523384, 1.253330, -0.670141], [-1.602886, 2.378296, -1.163518], [1.495246, 1.976363, 2.578672], [0.498489, 2.242424, 3.606789], [0.581142, 1.850184, 2.674170]], "forces_ev_per_angstrom": [[4.735, 1.749, 2.956], [-0.196, -1.712, -0.047], [1.528, 2.074, -4.332], [-2.538, -2.643, 1.965], [1.200, 2.061, 0.012], [3.042, -0.164, -3.080], [-4.161, -0.965, -0.909], [-0.954, 0.288, -0.936], [1.336, 0.456, 1.555], [-0.284, 0.296, -0.207], [-0.835, -0.943, 2.231], [0.112, -0.981, 0.058], [1.488, 0.141, -0.903], [-0.797, 0.544, -1.260], [-1.547, 0.708, 0.526], [-0.646, -0.511, -0.861], [-0.502, 0.184, 1.425], [-2.195, -1.680, 1.686], [1.245, 1.096, 0.198], [2.480, 0.087, -0.988], [-0.465, -0.755, -1.655], [-2.047, 0.670, 2.565]], "mulliken_charge": [-0.6933, -0.2705, -1.1729, -1.0952, -0.2563, -1.2883, 0.6093, 0.1908, 0.2843, 0.3107, 0.3954, 0.2194, 0.4739, 0.2893, 0.5762, 0.4367, 0.3368, 0.3323, 0.5568, 0.4253, 0.3337, -0.9944]}

***

# 3
{"formula": "C4H15N2O", "method": "ωB97M-V/def2-TZVPD", "charge": 1, "e_homo_ev": -13.33, "de_lowest_ev": 2.727, "largest_force_ha_per_bohr": 0.10605, "e_lumo_ev": -2.75, "e_tot_ha": -345.8455, "orbital_gap_ha": 0.38893, "elements": ["C", "N", "C", "C", "N", "C", "H", "H", "H", "H", "H", "H", "H", "H", "H", "H", "H", "H", "H", "H", "H", "O"], "coordinates": [[-0.558580, 0.209418, 1.911199], [-0.647705, -1.113965, 1.171671], [-1.745917, -1.274561, 0.209187], [-0.306661, 1.331857, 0.760448], [0.855064, 0.557099, -0.191189], [2.048029, 1.483481, -0.634905], [0.504873, 0.144933, 2.329315], [-1.228746, 0.267166, 2.724762], [-0.668489, -1.745970, 1.979110], [-2.708086, -0.843683, 0.518398], [-1.894437, -2.279377, -0.061848], [-1.546863, -0.602518, -0.724302], [0.222520, 2.138425, 1.246439], [-1.072927, 1.389969, 0.085049], [1.100027, -0.282549, 0.361570], [0.391148, 0.123856, -1.059959], [2.399096, 1.826821, 0.310455], [1.571272, 2.408534, -1.000803], [2.869285, 1.040355, -1.132478], [-0.033375, -1.742601, -2.154233], [0.827813, -1.057040, -3.234701], [0.149269, -0.923678, -2.565716]], "forces_ev_per_angstrom": [[3.764, -0.758, -3.476], [-0.064, 0.589, 1.468], [0.008, 3.246, -0.544], [3.267, -3.888, 1.987], [-0.677, 0.872, -0.584], [-3.045, 0.640, 2.345], [-1.468, 0.165, 0.120], [-1.197, 0.989, 0.431], [-0.330, -0.474, -1.008], [0.011, -0.354, 0.447], [0.034, -1.225, -0.418], [-0.036, -1.531, 1.291], [-0.464, 0.715, -0.611], [-1.978, 1.213, -1.296], [0.181, 0.405, -0.225], [0.669, 0.777, 1.045], [0.737, 0.138, 0.836], [0.438, -0.763, -0.817], [0.156, -0.701, -1.022], [-0.243, -1.622, 0.403], [-0.042, -0.181, -0.041], [0.279, 1.746, -0.333]], "mulliken_charge": [-0.6694, -0.3245, -0.7653, -0.5766, -0.2933, -0.9438, 0.3274, 0.4685, 0.2456, 0.2719, 0.3918, 0.1383, 0.3877, 0.4675, 0.4198, 0.3747, 0.3833, 0.3858, 0.3549, 0.3377, 0.2982, -0.6802]}

***

# 4
{"formula": "C4H15N2O", "method": "ωB97M-V/def2-TZVPD", "charge": 1, "e_homo_ev": -14.38, "de_lowest_ev": 0.617, "largest_force_ha_per_bohr": 0.03567, "e_lumo_ev": -3.04, "e_tot_ha": -345.9230, "orbital_gap_ha": 0.41679, "elements": ["C", "N", "C", "N", "C", "C", "H", "H", "H", "H", "H", "H", "H", "H", "H", "H", "H", "H", "H", "H", "H", "O"], "coordinates": [[-0.873952, -0.312853, -0.815284], [-1.604157, 0.392629, -1.857675], [-0.435432, 0.688810, 0.237471], [0.094208, 1.867127, -0.543796], [1.021935, 1.036521, 2.292076], [0.555547, 0.081954, 1.201367], [0.033170, -0.752395, -1.235510], [-1.436509, -1.095206, -0.304239], [-1.958205, -0.234810, -2.573050], [-2.473637, 0.787618, -1.498852], [-1.313835, 1.045639, 0.780643], [1.039191, 1.748486, -0.878761], [-0.491218, 1.852791, -1.415866], [0.047995, 2.765054, -0.078555], [1.727794, 0.560965, 2.943914], [0.157653, 1.331381, 2.909692], [1.313252, 2.019859, 1.911108], [1.416884, -0.286022, 0.636856], [0.033959, -0.752378, 1.655706], [1.613591, -3.513510, -0.997170], [0.965177, -4.109273, 0.230631], [1.012790, -3.289730, -0.276655]], "forces_ev_per_angstrom": [[0.041, -0.087, 0.139], [-0.815, 0.148, -0.236], [-0.161, -0.225, 0.124], [-0.334, 0.084, -0.467], [-1.702, 0.683, 0.032], [0.390, 0.673, -0.051], [-0.179, -0.210, -0.143], [0.050, -0.111, -0.079], [0.531, -0.036, -0.189], [0.127, -0.012, 0.258], [0.051, 0.256, -0.054], [0.615, -0.299, 0.137], [-0.073, 0.107, 0.151], [-0.133, 0.141, 0.210], [0.624, 0.138, 0.158], [0.128, -0.402, 0.061], [0.812, -0.303, -0.060], [-0.100, -0.258, 0.023], [0.145, -0.369, -0.003], [-0.041, 0.064, 0.016], [-0.077, 0.119, 0.038], [0.102, -0.101, -0.067]], "mulliken_charge": [-0.5834, -0.6704, -0.2297, -0.2056, -1.3088, -0.4471, 0.3769, 0.3843, 0.2740, 0.2008, 0.3012, 0.3560, 0.4229, 0.3513, 0.3732, 0.3516, 0.3284, 0.3715, 0.3354, 0.3094, 0.2918, -0.5839]}

***

# 5
{"formula": "C4H15N2O", "method": "ωB97M-V/def2-TZVPD", "charge": 1, "e_homo_ev": -13.98, "de_lowest_ev": 0.919, "largest_force_ha_per_bohr": 0.03728, "e_lumo_ev": -2.90, "e_tot_ha": -345.9119, "orbital_gap_ha": 0.40693, "elements": ["C", "C", "C", "C", "N", "N", "H", "H", "H", "H", "H", "H", "H", "H", "H", "H", "H", "H", "H", "H", "H", "O"], "coordinates": [[1.960210, 1.194016, -0.470564], [0.896534, 0.126406, -0.208210], [-0.124782, 0.533545, 0.870722], [-1.556100, 0.240869, 0.471070], [-1.988836, 0.954843, -0.738043], [0.183316, -0.244853, -1.515070], [2.978934, 0.804409, -0.559951], [1.860611, 1.578680, -1.483801], [2.037326, 1.946148, 0.306006], [1.429496, -0.802564, -0.023333], [0.010508, 0.003696, 1.803189], [0.018162, 1.580011, 1.084938], [-2.185951, 0.458223, 1.345752], [-1.834370, -0.815313, 0.364354], [-1.800792, 1.931607, -0.646379], [-0.739245, 0.312766, -1.563443], [-2.936739, 0.736888, -0.993440], [0.825500, -0.307312, -2.292216], [-0.116862, -1.205179, -1.364589], [1.393083, -2.541503, 2.029851], [0.139523, -3.143501, 1.384375], [0.576139, -2.302562, 1.569747]], "forces_ev_per_angstrom": [[0.782, -0.400, -0.764], [1.091, -0.116, -0.264], [-0.157, -0.827, -0.859], [-1.541, -0.042, 1.140], [0.900, -0.801, -0.016], [0.021, -0.772, 1.089], [-0.151, -0.522, 0.387], [-0.474, 0.853, 0.158], [-0.405, 0.313, -0.189], [-0.299, 0.053, 0.764], [0.484, -0.198, 0.054], [-0.236, 0.509, -0.004], [0.071, 0.504, -0.145], [0.777, -0.109, -0.382], [-0.447, 0.720, -0.006], [0.067, 0.376, -0.500], [-0.275, 0.337, -0.015], [0.018, 0.573, -0.402], [-0.195, -0.152, -0.101], [-0.209, -0.015, -0.036], [0.094, 0.035, 0.177], [0.084, -0.320, -0.086]], "mulliken_charge": [-1.3654, 0.4529, -0.8441, -0.9496, -0.5555, -0.3662, 0.3469, 0.3559, 0.3650, 0.3621, 0.3089, 0.4888, 0.4332, 0.3838, 0.2263, 0.4450, 0.2167, 0.3290, 0.3584, 0.2970, 0.2827, -0.5718]}

***

# 6
{"formula": "C4H15N2O", "method": "ωB97M-V/def2-TZVPD", "charge": 1, "e_homo_ev": -13.88, "de_lowest_ev": 0.519, "largest_force_ha_per_bohr": 0.05188, "e_lumo_ev": -2.61, "e_tot_ha": -345.9267, "orbital_gap_ha": 0.41406, "elements": ["C", "C", "C", "C", "N", "N", "H", "H", "H", "H", "H", "H", "H", "H", "H", "H", "H", "H", "H", "H", "H", "O"], "coordinates": [[2.277258, -0.281768, 0.091140], [1.168456, -0.385294, 1.167419], [0.050673, 0.712498, 0.951106], [-1.371360, 1.710309, -0.771331], [-0.637847, 0.479707, -0.327177], [1.772198, -0.339673, -1.285554], [2.818249, 0.636623, 0.295610], [2.901901, -1.156913, 0.283895], [1.568992, -0.177805, 2.154885], [0.642615, -1.342352, 1.159012], [-0.651758, 0.709124, 1.786022], [0.604722, 1.648639, 1.051803], [-0.612169, 2.482859, -0.858869], [-1.799977, 1.458499, -1.741214], [-2.143633, 2.059363, -0.092694], [-1.281644, -0.285046, -0.095304], [0.186458, 0.160863, -1.033316], [1.728325, -1.269445, -1.683997], [2.352780, 0.171892, -1.940104], [-3.524638, -1.478080, 0.210710], [-2.393121, -2.426229, 0.666749], [-2.584943, -1.560983, 0.323063]], "forces_ev_per_angstrom": [[-0.362, -1.276, 1.090], [-1.638, 1.178, -0.946], [2.047, -0.847, 1.486], [0.514, -0.635, -0.800], [0.545, 0.731, 0.151], [-0.485, 0.536, -0.566], [0.218, 0.043, -0.387], [0.505, 0.364, -0.042], [0.232, -0.334, 0.060], [0.408, -0.259, 0.085], [-0.191, -0.138, -0.223], [-0.465, 0.343, -0.814], [-0.136, 0.125, -0.226], [-0.078, 0.382, 0.041], [0.045, -0.409, 0.283], [-0.270, -0.217, -0.653], [-1.031, 0.420, 0.847], [0.048, -0.246, 0.393], [0.038, 0.208, 0.200], [-0.655, -0.141, -0.002], [-0.126, -0.597, 0.217], [0.834, 0.769, -0.195]], "mulliken_charge": [-0.4915, -0.7056, -0.8068, -0.8859, -0.0356, -0.6122, 0.3893, 0.2899, 0.3854, 0.3108, 0.3685, 0.4267, 0.3724, 0.3676, 0.3316, 0.2916, 0.5930, 0.2457, 0.2200, 0.2813, 0.2788, -0.6150]}